# 1
Below is a structure of composition CO3Pb in a non-equilibrium geometry, with properties calculated with wB97M-V/def2-TZVPD.

CARTESIAN COORDINATES (ANGSTROEM)
Pb: -1.631 -1.754 1.141
O: -0.179 -0.317 0.678
O: -0.041 1.295 -0.753
O: 1.336 0.417 -1.015
C: 0.516 0.360 -0.052

Atomic forces in eV per Å
-1.206 -1.247 0.585
2.024 -1.061 2.162
2.244 0.951 -0.794
0.263 0.495 0.646
-3.324 0.862 -2.599

Summary:
- Multiplicity: 1
- LUMO energy: -12.3 eV
- Charge: +2
- Maximum force: 4.31 eV/A
- Energy above the lowest of the compared OMol25 structures with the same formula, charge and spin: 0.000 eV

Taken from the Löwdin analysis, the atomic charges in e are: number 1, Pb, carries 1.954; number 2, O, carries -0.188; number 3, O, carries 0.380; number 4, O, carries 0.425; number 5, C, carries -0.572

***

# 2
Below is a cluster of 2 separate species, C4H11OS in total, with properties calculated with wB97M-V/def2-TZVPD.

CARTESIAN COORDINATES (ANGSTROEM)
S: 0.266 0.122 1.380
O: -1.217 -0.206 -1.326
C: 1.347 -2.393 0.903
C: -1.523 2.204 -1.156
C: 1.740 -0.946 1.244
C: -0.837 1.045 -1.862
H: 2.414 -0.547 0.484
H: -2.608 2.068 -1.197
H: 2.201 -3.080 0.920
H: -1.296 3.160 -1.641
H: 0.571 -2.709 1.598
H: 0.905 -2.390 -0.095
H: -1.112 1.033 -2.921
H: -1.233 2.243 -0.108
H: -0.788 -0.265 -0.413
H: 2.252 -0.948 2.210
H: 0.250 1.160 -1.779

Atomic forces in eV per Å
0.095 0.078 0.108
0.068 0.028 0.216
0.051 0.617 -0.267
-0.318 0.062 -0.145
-0.392 -0.334 0.221
0.020 -0.276 0.317
0.130 -0.056 0.030
0.007 -0.035 -0.012
-0.014 -0.052 0.044
0.109 -0.009 0.054
0.047 -0.183 0.085
-0.014 -0.176 -0.007
0.053 0.028 -0.050
0.140 -0.003 0.013
-0.157 0.120 -0.438
0.163 0.092 -0.079
0.012 0.101 -0.089

Summary:
- Multiplicity: 1
- LUMO energy: 4.1 eV
- Charge: -1
- Maximum force: 0.67 eV/A
- Energy above the lowest of the compared OMol25 structures with the same formula, charge and spin: 0.090 eV

Atom charges from the Löwdin analysis, given in e for atoms 1 to 6: number 1, S, carries 0.273; number 2, O, carries -0.192; number 3, C, carries -0.238; number 4, C, carries -0.122; number 5, C, carries -0.779; number 6, C, carries -0.388

***

# 3
Below is an isolated molecule of C5H12O2 in a non-equilibrium geometry, with properties calculated with wB97M-V/def2-TZVPD.

CARTESIAN COORDINATES (ANGSTROEM)
O: 1.433 -2.490 -0.744
O: -0.395 -0.547 1.062
C: -1.635 -0.219 1.629
C: -0.195 0.292 -0.047
C: 1.244 0.002 -0.555
C: -0.589 1.910 0.241
C: 1.502 -1.256 -1.425
H: 0.302 2.476 0.006
H: 2.533 -1.209 -1.807
H: -2.475 -0.565 1.007
H: 1.911 -0.075 0.314
H: -1.688 -0.646 2.632
H: 1.559 0.862 -1.151
H: -0.916 0.005 -0.835
H: -0.923 2.397 1.192
H: -1.646 0.879 1.610
H: 0.848 -1.258 -2.314
H: -1.398 2.205 -0.444
H: 0.586 -2.530 -0.284

Atomic forces in eV per Å
-0.316 0.031 0.217
0.039 0.079 -0.017
-0.325 0.158 0.149
-0.129 0.919 -0.113
-0.107 0.313 0.067
0.673 -0.433 -0.633
-0.077 0.493 -0.140
0.235 0.209 -0.434
-0.290 0.153 0.149
0.076 -0.145 0.122
-0.175 0.198 -0.076
-0.075 0.122 -0.149
0.099 0.001 -0.014
0.136 0.057 0.069
0.540 -1.220 -0.292
-0.779 -0.744 0.897
-0.034 0.040 0.221
0.425 -0.229 -0.093
0.085 -0.001 0.071

Summary:
- Multiplicity: 1
- LUMO energy: 1.0 eV
- Maximum force: 1.40 eV/A
- Structure (SMILES): CO[C@@H](C)CCO
- Energy above the lowest of the compared OMol25 structures with the same formula, charge and spin: 2.252 eV

Atom charges from the Löwdin analysis, given in e for atoms 1 to 6: number 1, O, carries -0.065; number 2, O, carries -0.168; number 3, C, carries -0.110; number 4, C, carries -0.339; number 5, C, carries -0.125; number 6, C, carries -0.038

***

# 4
Below is a cluster of 2 separate species, CH4NO3S in total in a non-equilibrium geometry, with properties calculated with wB97M-V/def2-TZVPD.

CARTESIAN COORDINATES (ANGSTROEM)
S: -0.764 0.008 0.577
O: -0.144 -0.594 -1.603
O: -0.400 1.402 0.423
O: -2.159 -0.306 0.589
N: 0.517 0.623 -1.994
C: 0.215 -0.750 1.592
H: -0.049 -1.793 1.668
H: 0.142 1.349 -1.420
H: 1.394 0.470 -1.469
H: 1.248 -0.410 1.637

Atomic forces in eV per Å
1.127 0.778 -1.844
-1.142 1.444 1.849
-0.051 0.219 -0.072
-0.586 -0.742 -0.051
1.391 -1.926 0.178
0.110 -0.689 0.364
0.251 -0.185 0.231
-0.904 0.770 0.217
0.199 0.464 -0.733
-0.395 -0.134 -0.139

Summary:
- Multiplicity: 1
- LUMO energy (spin up / spin down): 4.0 / 4.0 eV
- Charge: -1
- Maximum force: 2.61 eV/A
- Energy above the lowest of the compared OMol25 structures with the same formula, charge and spin: 3.983 eV

Atom charges from the Löwdin analysis, given in e for atoms 1 to 6: number 1, S, carries 0.607; number 2, O, carries -0.425; number 3, O, carries -0.405; number 4, O, carries -0.363; number 5, N, carries -0.150; number 6, C, carries -0.289

***

# 5
Below is a cluster of 20 separate species, C32H104N18O20 in total in a non-equilibrium geometry, with properties calculated with wB97M-V/def2-TZVPD.

CARTESIAN COORDINATES (ANGSTROEM)
O: -12.171 -18.257 17.098
O: -8.460 -13.892 19.101
O: -6.537 -19.300 20.142
O: -11.542 -14.380 20.027
O: -4.885 -17.584 25.276
O: -3.139 -21.708 16.758
O: -3.817 -18.809 20.719
O: -10.809 -20.635 27.656
O: -5.150 -17.445 17.849
O: -13.506 -22.166 19.991
O: -12.689 -11.795 23.290
O: -13.359 -14.200 16.455
O: -11.034 -19.586 23.440
O: -11.698 -24.064 24.200
O: -10.215 -18.701 18.893
O: -9.087 -16.572 15.484
O: -9.737 -22.164 24.539
O: -14.501 -20.743 24.888
O: -14.139 -19.545 19.893
O: -11.114 -23.505 19.390
N: -6.413 -16.784 16.173
N: -15.009 -19.941 22.859
N: -10.065 -15.246 16.908
N: -7.727 -22.959 24.810
N: -7.318 -17.713 17.954
N: -12.972 -20.202 27.499
N: -8.448 -21.285 26.034
N: -2.359 -17.668 21.901
N: -11.484 -18.985 20.769
N: -13.781 -21.734 23.111
N: -3.157 -19.814 17.805
N: -3.186 -16.775 20.055
N: -12.109 -21.671 26.214
N: -14.939 -18.584 18.094
N: -5.000 -20.690 17.116
N: -9.407 -18.922 20.909
N: -11.143 -15.798 15.178
N: -16.040 -18.540 19.911
C: -12.198 -20.625 16.598
C: -13.077 -18.946 14.972
C: -10.473 -17.747 24.890
C: -14.274 -24.329 19.790
C: -5.399 -17.571 23.947
C: -10.065 -15.950 15.839
C: -8.154 -15.304 20.973
C: -3.182 -17.822 20.915
C: -14.683 -22.874 19.743
C: -11.566 -18.574 24.211
C: -7.411 -14.551 19.882
C: -12.028 -19.225 16.070
C: -14.961 -18.880 19.347
C: -6.566 -20.919 21.956
C: -10.398 -18.831 20.100
C: -15.221 -15.090 17.688
C: -11.697 -15.738 20.266
C: -10.075 -22.496 21.330
C: -11.769 -26.121 23.034
C: -14.647 -14.773 16.344
C: -11.705 -13.935 23.793
C: -3.744 -20.778 17.210
C: -6.233 -17.281 17.346
C: -6.821 -18.230 24.020
C: -8.689 -22.149 25.094
C: -10.931 -25.185 23.856
C: -13.118 -15.965 20.925
C: -10.112 -22.566 19.818
C: -14.395 -20.789 23.718
C: -6.514 -20.705 20.464
C: -12.962 -13.177 23.492
C: -11.891 -20.794 27.154
H: -9.513 -19.073 21.902
H: -8.725 -16.176 20.655
H: -14.012 -18.536 17.694
H: -8.728 -14.634 21.613
H: -11.997 -25.634 22.086
H: -11.053 -22.760 21.734
H: -12.114 -21.368 15.804
H: -5.610 -21.107 20.005
H: -12.118 -17.969 23.491
H: -13.185 -20.689 17.056
H: -13.465 -13.273 16.232
H: -11.989 -14.952 24.066
H: -13.710 -21.246 19.806
H: -7.355 -18.142 23.074
H: -7.418 -21.095 19.996
H: -5.696 -18.874 20.323
H: -12.736 -26.406 23.449
H: -11.146 -26.928 22.648
H: -9.688 -17.507 24.172
H: -13.624 -24.594 18.955
H: -7.526 -21.350 26.440
H: -9.225 -20.740 26.381
H: -10.523 -20.102 24.066
H: -13.503 -13.282 24.433
H: -13.825 -20.353 26.981
H: -11.288 -22.033 25.752
H: -5.615 -16.522 15.613
H: -10.948 -16.088 20.976
H: -3.904 -17.018 19.387
H: -15.605 -19.228 23.256
H: -2.149 -19.850 17.752
H: -13.006 -19.421 28.139
H: -4.030 -17.147 25.264
H: -14.631 -19.771 21.938
H: -7.376 -15.715 21.616
H: -11.086 -23.344 24.369
H: -7.454 -20.432 22.359
H: -6.526 -21.986 22.177
H: -11.417 -18.417 17.671
H: -8.011 -13.522 18.337
H: -9.948 -18.383 25.602
H: -16.155 -18.894 20.850
H: -11.368 -16.256 14.306
H: -15.119 -14.236 18.358
H: -9.296 -15.338 17.556
H: -9.087 -22.649 19.458
H: -13.154 -15.495 21.908
H: -10.911 -14.820 17.261
H: -15.403 -22.546 20.492
H: -13.250 -17.034 21.088
H: -12.351 -18.944 24.871
H: -11.245 -13.573 24.713
H: -16.223 -15.488 17.526
H: -15.065 -25.078 19.778
H: -15.156 -22.562 18.812
H: -11.706 -16.243 19.300
H: -6.738 -13.800 20.294
H: -12.386 -18.904 20.321
H: -5.641 -20.464 22.309
H: -11.913 -15.347 15.651
H: -6.696 -19.279 24.288
H: -14.445 -15.648 15.725
H: -16.780 -18.128 19.360
H: -15.699 -18.028 17.730
H: -13.323 -17.885 14.928
H: -13.572 -22.502 23.732
H: -3.121 -15.830 20.404
H: -11.441 -19.284 21.733
H: -9.674 -21.647 21.884
H: -13.874 -15.683 20.191
H: -10.634 -14.277 19.733
H: -5.526 -21.433 16.678
H: -13.655 -24.453 20.678
H: -5.484 -16.574 23.514
H: -12.615 -19.040 13.989
H: -5.412 -19.892 17.579
H: -7.170 -18.289 18.770
H: -9.496 -23.306 21.773
H: -13.491 -13.467 22.584
H: -10.550 -25.590 24.794
H: -2.132 -18.421 22.535
H: -7.358 -16.673 15.833
H: -11.563 -20.887 17.445
H: -7.556 -17.705 24.630
H: -8.514 -18.964 20.438
H: -13.827 -21.821 22.106
H: -10.994 -19.096 15.751
H: -12.196 -11.646 22.480
H: -10.978 -13.870 22.984
H: -10.302 -21.542 19.496
H: -4.650 -18.107 23.365
H: -10.869 -16.877 25.414
H: -14.032 -19.434 15.167
H: -14.623 -15.854 18.185
H: -6.946 -22.982 25.451
H: -7.754 -23.705 24.130
H: -3.622 -18.970 18.108
H: -15.181 -14.031 15.750
H: -11.981 -23.220 19.686
H: -8.258 -17.656 17.591
H: -6.896 -15.307 19.289
H: -10.037 -24.842 23.335
H: -1.977 -16.769 22.155
H: -13.002 -21.637 25.743

Atomic forces in eV per Å
-1.293 0.221 -0.272
0.928 -0.390 0.146
-0.922 -0.234 0.115
0.193 1.213 -0.026
-0.143 0.460 0.299
2.023 -2.943 -1.390
-1.813 -2.917 -0.423
2.956 1.027 1.203
3.576 -0.243 1.662
0.702 0.344 0.086
-0.178 0.740 0.729
1.064 0.671 0.365
0.881 -1.063 0.009
-1.020 0.473 -0.098
-0.374 0.563 -1.653
1.682 -1.748 -1.006
-4.680 -0.043 -2.806
-0.764 0.749 5.407
3.718 -2.132 2.555
2.074 -0.187 -0.556
0.096 1.949 -3.446
-1.210 1.933 -0.608
0.531 2.556 5.089
4.020 -2.957 -0.504
-2.420 -0.523 1.606
-4.736 3.391 2.043
1.575 1.592 1.676
2.867 0.334 4.176
-5.018 0.091 0.371
2.145 -3.199 -1.328
3.208 4.072 2.498
-0.754 0.187 -0.877
0.111 -2.370 -2.523
0.714 1.020 -3.946
-6.416 0.821 -0.093
5.131 0.085 1.710
-4.962 0.102 -3.415
-4.885 1.560 3.631
-0.494 -0.342 0.693
0.899 1.179 0.198
-0.132 -0.833 0.083
-0.044 -0.397 -0.037
-1.102 -0.618 0.426
2.080 -0.914 -0.778
1.086 0.057 0.712
0.255 1.889 -1.220
-0.735 -0.367 -0.001
-0.955 1.994 -0.061
-1.854 -0.432 0.057
-0.038 0.162 -0.345
-0.114 -0.561 -1.877
0.683 0.046 -0.603
0.056 -0.448 -1.104
0.330 -0.380 0.039
-2.303 -0.829 0.912
0.039 -1.401 1.300
0.503 0.191 -1.292
0.762 0.183 -0.844
0.306 -0.480 0.108
2.029 -2.141 -1.118
-0.805 -1.074 0.450
0.881 0.494 -0.797
0.254 0.609 0.826
0.127 0.246 0.692
1.611 -0.501 -0.785
-0.663 1.489 0.981
-1.443 1.346 -3.011
-0.111 0.735 -0.408
0.701 0.887 -0.087
1.219 -1.085 -0.343
0.113 -0.015 -0.248
-0.139 0.302 -0.392
0.399 0.166 -0.683
-0.265 0.003 -0.179
-0.205 0.497 -0.004
-0.337 0.589 0.005
0.037 -0.044 0.073
-0.129 -0.414 0.055
-0.032 0.488 -0.027
-0.416 -0.166 -0.270
0.454 0.060 0.181
0.240 -0.404 -0.503
0.413 0.765 -0.078
0.503 -0.397 -0.581
0.152 -0.215 -0.223
0.789 -0.178 0.147
0.392 -0.268 0.381
-0.238 -0.612 0.605
-0.318 0.496 -0.243
0.030 0.291 -0.173
-0.552 0.773 0.548
0.059 0.011 0.790
0.293 -1.091 -0.241
-0.885 0.395 -0.455
0.157 0.024 -0.022
-0.312 -0.059 -0.010
-0.255 -0.043 0.257
0.190 -0.373 -0.263
-0.383 1.034 -0.761
0.425 -0.008 0.075
-0.302 0.217 0.213
0.439 -0.369 -0.044
0.080 0.016 0.109
0.142 -0.112 -0.034
0.083 -0.163 0.272
0.305 0.266 -0.096
0.140 -0.215 0.209
-0.224 0.014 0.144
0.643 0.077 1.203
-0.190 0.245 -0.266
-0.135 -0.035 0.429
-0.724 0.267 -0.235
0.513 -0.094 0.351
-0.690 0.180 -0.141
-0.202 0.080 -0.008
-0.244 -1.388 -0.577
-0.346 0.301 -0.329
0.179 -0.015 0.073
-0.379 -0.627 0.445
0.067 -0.092 0.042
0.225 -0.152 0.512
0.023 0.430 -0.090
-0.270 0.312 0.492
-0.229 0.289 0.211
0.231 -0.209 -0.495
0.415 -0.635 0.123
0.086 -0.065 -0.033
0.126 -0.321 0.013
-0.146 0.087 0.601
-0.142 0.038 -0.324
-0.364 0.142 0.145
-0.731 -0.368 0.033
-0.076 -0.096 0.798
0.613 0.007 -0.276
0.070 0.340 0.533
0.605 -0.396 -0.719
-0.051 -0.179 -0.242
-0.121 -0.072 -0.129
-0.227 0.541 -0.673
-0.163 0.490 0.477
0.372 0.465 -0.120
0.080 0.399 0.258
-0.173 -0.209 0.194
0.015 0.344 0.214
-0.448 -1.006 -0.142
-0.754 -0.293 -0.321
-0.050 0.002 0.049
0.383 -0.418 -0.307
-0.228 -0.830 0.416
-0.063 -0.720 0.089
-0.380 0.044 -0.236
-0.202 0.093 -0.420
0.571 0.140 -0.293
0.724 0.028 0.860
0.433 0.018 0.717
0.347 -0.461 0.073
-0.020 -0.090 -0.811
0.019 -0.350 -0.104
0.012 -0.375 -0.041
-0.772 0.172 -0.450
-0.612 -0.376 -0.620
0.144 0.031 -0.129
0.245 -0.506 -0.434
0.060 -0.221 -0.252
0.003 -0.229 -0.392
-0.466 0.398 0.113
0.095 -0.096 -0.136
-0.915 -0.456 0.109
-0.042 0.705 0.156
0.208 -0.069 -0.225
0.260 0.292 -0.284
0.057 -0.200 -0.540
0.060 -0.277 -0.371
0.194 -0.201 -0.270

Summary:
- Multiplicity: 1
- LUMO energy: 0.0 eV
- Maximum force: 6.47 eV/A

Atom charges from the Löwdin analysis, given in e for atoms 1 to 6: number 1, O, carries -0.099; number 2, O, carries -0.107; number 3, O, carries -0.146; number 4, O, carries -0.077; number 5, O, carries -0.083; number 6, O, carries 0.027

***

Question: maximum force of number 2 (C4H11OS)?
Answer: 0.67 eV/A

***

Question: Which of these has the lowest maximum force?
Answer: C4H11OS